DFT (the ωB97M-V functional and the def2-TZVPD basis) results for a cluster of 14 separate species, C44H124N8O20 in total in a non-equilibrium geometry.

Last column: Mulliken charge in e.
Cartesian coordinates (Å):
C 5.29027 -1.43922 2.63657  -0.758
C 3.92243 -1.29146 1.93409  0.706
O 2.79593 -1.52214 2.73440  -0.215
O 5.66360 -2.80216 2.45258  -0.575
H 5.25771 -1.06619 3.66023  0.256
H 6.04186 -0.82882 2.13596  0.332
H 3.82782 -1.87454 1.01802  0.009
H 3.80952 -0.26134 1.59613  -0.279
H 2.62807 -2.46734 2.73814  0.246
H 5.08225 -3.27949 3.04904  0.334
C 2.11808 -4.62571 0.13253  0.786
C 2.33995 -5.14071 1.56053  -0.742
O 1.90882 -4.15599 2.45645  -0.341
O 2.08328 -5.63633 -0.81159  -0.742
H 2.85566 -3.91034 -0.23125  0.213
H 1.17027 -4.09775 0.02765  -0.420
H 3.41093 -5.28239 1.70552  0.275
H 1.87410 -6.12105 1.66064  0.199
H 1.53515 -4.65088 3.18928  0.168
H 1.79385 -5.18860 -1.60994  0.311
C 2.87827 1.66556 4.16106  -0.326
C 2.73188 2.90806 3.39259  -0.472
O 2.69739 2.60088 1.94705  -0.299
O 1.80920 0.81538 3.83396  -0.319
H 2.95091 1.75195 5.24520  0.435
H 3.81101 1.14727 3.93865  0.022
H 3.49183 3.61106 3.73373  0.526
H 1.80336 3.42567 3.63349  0.042
H 1.81914 2.22853 1.83927  -0.004
H 2.17344 -0.07222 3.80054  0.002
C -0.18909 -0.86973 1.11286  1.902
C -0.54887 -1.21819 -0.38565  0.000
O 0.60322 -1.38702 -1.11283  -0.079
O 0.64761 0.25040 1.33519  1.113
H 0.21538 -1.79108 1.53193  -0.926
H -1.13104 -0.77529 1.65314  -0.860
H -1.18935 -0.43024 -0.78190  -0.732
H -1.06216 -2.17946 -0.40979  0.040
H 1.24387 -0.67236 -1.09262  -0.272
H 1.13474 0.13553 2.15440  -0.637
C -4.38842 -0.92065 -0.85817  1.425
C -4.28794 -1.29388 0.59299  0.545
O -5.60698 -1.32215 1.12451  -0.305
O -5.02301 -2.02151 -1.56284  -0.549
H -3.38237 -0.65536 -1.18309  -0.868
H -4.98072 -0.02338 -1.03753  -0.194
H -3.72293 -0.56288 1.17137  -0.663
H -3.74524 -2.19148 0.88948  0.192
H -6.13276 -2.02819 0.74154  0.270
H -5.94201 -2.03644 -1.28568  0.346
C 2.76608 1.56456 -3.09289  -0.334
C 2.72320 2.01422 -1.64297  -0.076
O 2.53160 0.79207 -0.94474  1.550
O 3.91291 0.99058 -3.56229  -0.531
H 2.57178 2.48978 -3.63541  0.362
H 1.97302 0.87968 -3.39303  -0.120
H 1.94666 2.70677 -1.31824  -0.226
H 3.67718 2.35009 -1.23651  0.340
H 2.23819 0.87150 -0.03414  -0.616
H 4.34626 0.71485 -2.75126  0.248
C 7.28144 -1.59649 -4.43180  -1.609
C 7.21983 -0.11596 -4.26661  1.050
C 7.32202 0.37983 -2.84588  -1.069
O 6.13901 0.08826 -2.09365  -0.146
C 6.21152 0.60519 -0.76082  -0.541
N 8.23541 0.32625 -5.24741  -0.857
H 8.17773 -2.00912 -3.96868  0.437
H 7.30326 -1.86707 -5.48746  0.544
H 6.46230 -2.15970 -3.98471  0.108
H 6.26245 0.26499 -4.62215  0.027
H 7.28267 1.46865 -2.87781  0.355
H 8.14863 -0.00161 -2.24644  0.463
H 5.29916 0.35126 -0.22116  -0.324
H 6.43007 1.65917 -0.58920  0.416
H 6.93086 0.00073 -0.20828  0.479
H 8.07849 -0.15076 -6.12373  0.295
H 9.08858 -0.07052 -4.88030  0.322
C 3.45998 -4.53984 -3.86544  -1.778
C 2.86008 -3.24366 -3.48704  0.842
C 2.77034 -2.23086 -4.64197  -0.438
O 1.97546 -2.73623 -5.67602  -0.440
C 1.76973 -1.91670 -6.70754  -0.764
N 1.57154 -3.51026 -2.87128  -0.375
H 3.35297 -5.27904 -3.07156  0.384
H 4.52270 -4.53763 -4.10774  0.300
H 2.85029 -4.90109 -4.69360  0.365
H 3.58008 -2.86913 -2.75941  0.148
H 3.76037 -1.85949 -4.90658  0.543
H 2.26747 -1.36416 -4.21295  0.109
H 1.12384 -1.05554 -6.53631  0.211
H 1.23967 -2.52925 -7.43687  0.265
H 2.77564 -1.64816 -7.03026  0.357
H 1.01693 -3.35502 -3.70099  0.362
H 1.21354 -2.82349 -2.22300  0.277
C -1.61315 1.45174 3.42923  -0.431
C -1.21172 2.81367 4.06075  1.337
C -2.23394 3.95972 3.66873  -1.097
O -2.17044 4.18822 2.24350  -0.064
C -2.65550 5.47967 1.92721  -1.017
N -1.03306 2.69742 5.48246  -0.831
H -1.49751 1.43881 2.34546  -0.223
H -2.62178 1.13635 3.69624  0.195
H -0.88226 0.70946 3.75005  0.091
H -0.29327 3.14301 3.57486  -0.666
H -1.91690 4.78405 4.30753  0.560
H -3.26678 3.76525 3.95775  0.228
H -1.97009 6.28419 2.19379  0.328
H -3.57139 5.73737 2.45904  0.346
H -2.77165 5.43738 0.84425  0.226
H -0.82227 3.62614 5.81881  0.417
H -0.08709 2.34491 5.51361  0.348
C 0.20439 6.87742 -3.29445  -1.556
C 0.60314 6.35473 -1.93027  1.662
C 1.67316 7.25020 -1.20346  -0.949
O 1.87521 6.78439 0.10201  -0.466
C 2.36821 5.45783 0.32517  -0.134
N -0.55975 6.26588 -1.05625  -0.640
H -0.34968 7.81047 -3.19188  0.386
H -0.45872 6.15552 -3.77113  0.255
H 1.14207 7.00992 -3.83418  0.410
H 1.08415 5.38037 -2.01598  -0.504
H 1.41907 8.30880 -1.25736  0.319
H 2.61288 7.10505 -1.73634  0.430
H 1.53074 4.81412 0.05609  0.025
H 2.76079 5.27452 1.32536  0.079
H 3.26390 5.27052 -0.26707  0.299
H -1.07456 5.44979 -1.35470  0.364
H -0.23654 6.01089 -0.13397  0.205
C -1.07757 -3.08226 4.33110  -1.271
C -2.06638 -2.06592 5.05043  0.386
C -3.30367 -1.65677 4.17006  0.114
O -4.08537 -0.61505 4.85157  -0.444
C -5.26882 -0.18651 4.28053  -0.486
N -2.48981 -2.78985 6.25100  -0.815
H -1.64603 -3.99682 4.16221  0.559
H -0.24962 -3.36647 4.98057  0.430
H -0.76903 -2.77539 3.33173  -0.085
H -1.52741 -1.18566 5.40075  0.361
H -3.89524 -2.55227 3.97973  0.708
H -2.93802 -1.25104 3.22677  -0.648
H -5.85101 0.39885 4.99222  0.350
H -5.94365 -1.01526 4.06634  0.394
H -5.11425 0.32155 3.32864  -0.045
H -2.65231 -2.09073 6.96159  0.305
H -1.59761 -3.14935 6.55896  0.285
C -5.79267 3.66164 2.25138  -1.406
C -5.49675 2.58089 1.30802  2.401
C -6.64127 2.62841 0.22085  -0.965
O -7.95564 2.26617 0.66828  -0.452
C -8.03668 0.82226 0.93528  -0.418
N -4.26903 2.86291 0.65199  0.243
H -5.84939 4.63638 1.76683  0.246
H -4.99462 3.69343 2.99314  0.142
H -6.73822 3.31610 2.66928  0.547
H -5.41819 1.59645 1.76934  -1.698
H -6.43136 2.01123 -0.65273  0.387
H -6.68198 3.59821 -0.27507  0.460
H -9.03325 0.59566 1.31422  0.348
H -7.33384 0.47942 1.69461  0.041
H -7.92713 0.20454 0.04392  0.215
H -4.45385 3.65213 0.04945  0.123
H -3.51378 3.16578 1.25029  -0.168
C -0.49122 2.41726 -2.80296  -0.764
C -1.93884 2.98190 -2.98781  0.100
C -2.91999 1.87992 -3.45913  -0.469
O -2.32973 1.20594 -4.62271  -0.325
C -3.24535 0.15027 -5.14463  -0.655
N -2.28652 3.65207 -1.73302  0.002
H 0.23828 3.22714 -2.80886  -0.083
H -0.25090 1.79644 -3.66605  0.575
H -0.47029 1.78279 -1.91690  -0.117
H -1.97001 3.68057 -3.82386  0.314
H -3.86272 2.40055 -3.62736  0.528
H -3.08907 1.23074 -2.60001  -0.079
H -2.75228 -0.48925 -5.87674  0.261
H -4.12294 0.63250 -5.57518  0.302
H -3.50602 -0.50583 -4.31415  0.190
H -2.26034 3.05408 -0.91949  -0.240
H -3.24231 3.97787 -1.75365  0.272
C -0.64758 -7.80613 1.63262  -1.745
C -1.39832 -6.54540 1.28199  1.231
C -1.40080 -6.13908 -0.17687  -0.735
O -1.95274 -4.80998 -0.25316  0.063
C -2.30531 -4.37983 -1.54279  -0.702
N -2.78574 -6.78313 1.75215  -0.826
H -1.13757 -8.68408 1.21166  0.400
H -0.58959 -7.95535 2.71080  0.361
H 0.40023 -7.71111 1.34771  0.346
H -0.92073 -5.80950 1.92886  -0.196
H -2.03234 -6.84979 -0.70991  0.445
H -0.35103 -6.17727 -0.46778  0.209
H -3.18422 -4.82537 -2.00874  0.312
H -1.49630 -4.48356 -2.26586  0.323
H -2.58748 -3.32989 -1.46467  0.006
H -3.36065 -5.98510 1.52252  0.287
H -2.70459 -6.68477 2.75406  0.297

Summary:
Relative energy (zero: lowest compared OMol25 entry of this formula, charge and spin)   308.0 kJ/mol
Kohn-Sham gap   8.976 eV
Multiplicity   1
Charge   0